No. 1
Below is C5H10O4 in the gas phase in a non-equilibrium geometry, with properties calculated with the ωB97M-V functional and the def2-TZVPD basis.

The geometry in XYZ format:
```
19
Properties=species:S:1:pos:R:3
O -0.022 1.125 -0.520
O 0.166 -1.955 -0.209
O 1.840 1.886 1.001
O 1.991 0.295 -0.639
C -1.854 -0.250 -1.343
C 0.748 -0.217 1.411
C -1.056 0.206 -0.137
C -0.355 -0.942 0.632
C 1.335 0.776 0.434
H -1.712 0.734 0.566
H -2.647 -0.930 -1.029
H 1.080 0.651 -1.245
H 2.234 2.426 0.300
H -2.306 0.608 -1.839
H -1.060 -1.441 1.298
H 0.956 -1.606 -0.647
H -1.212 -0.786 -2.043
H 0.343 0.323 2.266
H 1.528 -0.903 1.742
```

Output
- lowest unoccupied orbital energy (eV) = 0.75
- structure (SMILES) = C[C@@H]1OC(O)(O)C[C@@H]1O
- highest occupied orbital energy (eV) = -9.94
- HOMO-LUMO gap (eV) = 10.69
- relative energy (zero: lowest compared OMol25 entry of this formula, charge and spin) (kJ/mol) = 172.06

And the Löwdin charges, in e, turn out to be: O -0.09; O -0.01; O 0.12; O -0.01; C -0.03; C -0.02; C -0.34; C -0.31; C -0.55; H 0.15; H 0.09; H 0.18; H 0.14; H 0.08; H 0.15; H 0.09; H 0.08; H 0.14; H 0.14

No. 2
Below is C20H19N5O3 in the gas phase in a non-equilibrium geometry, with properties calculated with the ωB97M-V functional and the def2-TZVPD basis.

The geometry in XYZ format:
```
47
Properties=species:S:1:pos:R:3
O 3.379 -0.847 -3.453
O 2.158 -1.911 2.707
O -1.689 2.232 2.865
N -0.482 -0.863 -3.337
N -1.538 -1.092 -2.651
N 0.178 0.096 -2.742
N -1.395 1.413 0.747
N -0.426 0.519 -1.645
C 2.497 -0.764 -1.259
C 2.036 0.110 -0.269
C -3.515 0.484 1.510
C 2.305 -1.606 1.402
C 1.459 0.552 -3.179
C 2.506 -3.202 3.154
C 1.945 -0.303 1.038
C -2.549 -0.235 -0.580
C 0.339 4.247 2.413
C -1.518 -0.247 -1.594
C -4.660 -1.142 0.157
C -2.482 0.563 0.579
C -1.066 2.186 1.826
C 1.166 3.055 2.740
C 0.176 2.987 1.602
C -3.643 -1.079 -0.772
C 2.566 -0.404 -2.681
C 2.789 -2.475 0.423
C -4.590 -0.358 1.300
C 2.891 -2.049 -0.884
H -0.754 1.402 -0.042
H 1.478 0.553 -4.271
H 2.296 -3.208 4.222
H -3.668 -1.680 -1.668
H 0.804 5.097 1.938
H -0.472 4.490 3.082
H 1.629 1.561 -2.797
H -3.462 1.089 2.399
H 2.218 3.059 2.495
H 1.904 -3.972 2.662
H 1.594 0.363 1.810
H -5.502 -1.797 -0.005
H -5.380 -0.400 2.034
H 0.567 2.981 0.593
H 3.260 -2.717 -1.648
H 3.569 -3.408 2.993
H 1.783 1.128 -0.517
H 3.086 -3.481 0.672
H 0.915 2.503 3.633
```

Output
- lowest unoccupied orbital energy (eV) = 0.04
- structure (SMILES) = COc1ccc(C(=O)Cn2nnc(-c3ccccc3NC(=O)C3CC3)n2)cc1
- highest occupied orbital energy (eV) = -8.48
- HOMO-LUMO gap (eV) = 8.52
- relative energy (zero: lowest compared OMol25 entry of this formula, charge and spin) (kJ/mol) = 279.09

And the Löwdin charges, in e, turn out to be: O 0.11; O -0.07; O 0.08; N 0.09; N 0.09; N -0.18; N 0.15; N 0.15; C -0.17; C -0.04; C 0.00; C -0.26; C -0.03; C -0.08; C 0.02; C -0.11; C -0.10; C -0.26; C -0.08; C -0.16; C -0.43; C -0.11; C -0.20; C -0.03; C -0.34; C 0.00; C -0.07; C 0.00; H 0.08; H 0.14; H 0.10; H 0.11; H 0.10; H 0.11; H 0.14; H 0.10; H 0.10; H 0.10; H 0.11; H 0.10; H 0.11; H 0.13; H 0.12; H 0.10; H 0.10; H 0.11; H 0.11

No. 3
Below is C6H6O2 in the gas phase in a non-equilibrium geometry, with properties calculated with the ωB97M-V functional and the def2-TZVPD basis.

The geometry in XYZ format:
```
14
Properties=species:S:1:pos:R:3
O 2.090 -0.261 -0.254
O -2.130 0.190 -0.329
C -1.637 -1.044 0.009
C 1.490 1.034 -0.003
C -0.165 -0.725 0.178
C -1.181 1.182 -0.123
C 1.198 -1.193 -0.098
C 0.033 0.613 0.258
H -1.689 -1.081 1.320
H 1.604 1.509 -0.918
H 1.695 -2.161 -0.089
H -1.855 -1.862 -0.737
H 2.044 1.661 0.695
H -1.496 2.138 0.091
```

Output
- lowest unoccupied orbital energy (eV) = 0.78
- structure (SMILES) = C1=C2COC=C2CO1
- highest occupied orbital energy (eV) = -6.60
- HOMO-LUMO gap (eV) = 7.38
- relative energy (zero: lowest compared OMol25 entry of this formula, charge and spin) (kJ/mol) = 416.96

And the Löwdin charges, in e, turn out to be: O -0.05; O -0.09; C -0.15; C -0.04; C -0.20; C -0.02; C -0.07; C -0.18; H 0.20; H 0.10; H 0.12; H 0.15; H 0.13; H 0.09

No. 4
Below is C5H12BrN in the gas phase in a non-equilibrium geometry, with properties calculated with the ωB97M-V functional and the def2-TZVPD basis.

The geometry in XYZ format:
```
19
Properties=species:S:1:pos:R:3
Br 2.847 -0.557 0.074
N 1.387 0.602 0.171
C 0.151 -0.005 -0.653
C 1.852 2.011 -0.193
C -1.621 -1.575 -0.753
C -0.590 -1.037 0.186
C -1.212 -0.215 1.400
H -0.530 0.130 2.219
H 0.784 -0.512 -1.482
H -1.720 -2.547 -0.418
H -1.980 -0.805 1.982
H 2.354 2.101 -1.166
H -0.477 0.735 -1.066
H 1.076 2.792 0.096
H -1.145 -1.617 -1.757
H -1.623 0.726 1.054
H 0.183 -1.756 0.518
H 2.745 2.367 0.488
H -2.480 -0.836 -0.698
```

Output
- lowest unoccupied orbital energy (eV) = 0.75
- structure (SMILES) = CC(C)CN(C)Br
- highest occupied orbital energy (eV) = -8.65
- HOMO-LUMO gap (eV) = 9.40
- relative energy (zero: lowest compared OMol25 entry of this formula, charge and spin) (kJ/mol) = 61.39

And the Löwdin charges, in e, turn out to be: Br 0.68; N -0.61; C -0.26; C -0.22; C -0.08; C -0.45; C -0.08; H 0.07; H 0.10; H 0.05; H 0.08; H 0.05; H 0.10; H 0.09; H 0.09; H 0.06; H 0.11; H 0.08; H 0.11